(1)
Formula: C17H20N4O2Pb
Source: the OMol25 dataset
Level of theory: the ωB97M-V functional and the def2-TZVPD basis

## Properties
E_HOMO (spin up / spin down): -21.271 / -19.469 eV
Kohn-Sham gap (spin up / spin down): 3.0 / 1.3 eV
LUMO energy (spin up / spin down): -18.27 / -18.12 eV
Net charge: +4

Each line ends with the Mulliken charge.
CARTESIAN COORDINATES (ANGSTROEM)
N (1.823129, 4.640177, -0.959522)  -0.24
C (1.305836, 5.527212, -0.411434)  0.45
C (0.668515, 6.649696, 0.258106)  -0.69
H (-0.421421, 6.531245, 0.241899)  0.31
H (0.924333, 7.587668, -0.248408)  0.33
H (1.005808, 6.709594, 1.300123)  0.31
N (3.834166, -2.579979, -1.278165)  -0.02
C (4.794096, -3.198559, -1.055157)  0.51
C (5.991924, -3.971703, -0.768455)  -0.59
H (6.819521, -3.631826, -1.403037)  0.36
H (5.806049, -5.035051, -0.963483)  0.35
H (6.271598, -3.843353, 0.284294)  0.37
N (-3.540313, -3.718733, -0.899355)  -0.20
C (-4.566178, -3.558424, -0.375409)  0.45
C (-5.864276, -3.374809, 0.259991)  -0.67
H (-5.928799, -3.981967, 1.172971)  0.33
H (-6.663272, -3.682686, -0.427510)  0.33
H (-6.014429, -2.319737, 0.523037)  0.30
Pb (-0.355974, 0.137614, -1.024407)  1.16
C (-0.083063, -2.067897, 0.710882)  0.09
O (-0.049645, -2.626482, 1.702267)  -0.07
C (1.778643, 0.844945, 0.658247)  0.09
O (2.329885, 1.060427, 1.630500)  -0.07
C (0.624196, 1.222324, -3.101135)  -0.45
C (-0.778089, 1.281753, -3.255709)  -0.39
C (-1.539578, 0.097164, -3.278960)  -0.38
C (-0.905063, -1.156473, -3.148311)  -0.45
C (0.495758, -1.219433, -2.999214)  -0.25
C (1.260885, -0.034868, -2.975346)  -0.26
H (1.207144, 2.145246, -3.095411)  0.48
H (-1.266302, 2.250693, -3.387129)  0.50
H (-2.621459, 0.144360, -3.426680)  0.50
H (-1.505308, -2.069662, -3.177858)  0.47
H (1.006610, -2.185607, -2.910848)  0.48
H (2.347804, -0.099678, -2.871141)  0.49
C (-0.359760, 0.854728, 5.183610)  -1.10
C (-1.498853, 0.905581, 4.144840)  -0.20
C (-1.059964, 0.659442, 2.786907)  0.13
N (-0.810674, 0.518837, 1.661135)  -0.36
H (0.027177, -0.166696, 5.285177)  0.32
H (-0.708325, 1.179614, 6.168303)  0.35
H (0.465742, 1.514654, 4.889093)  0.33
H (-2.270543, 0.163062, 4.401713)  0.28
H (-1.977545, 1.897583, 4.178990)  0.29

Cartesian forces (eV/Å) of the 6 atoms listed first:
0.130 -0.772 -0.279
-0.578 1.499 0.604
0.266 -0.801 0.385
0.038 0.096 -0.228
0.011 0.114 -0.205
0.081 0.015 -0.241

---

(2)
Formula: C2H8S2
Source: the OMol25 dataset
Level of theory: the ωB97M-V functional and the def2-TZVPD basis

## Properties
2S+1: 2
E_HOMO (spin up / spin down): 0.486 / -3.648 eV
Kohn-Sham gap (spin up / spin down): 3.4 / 7.6 eV
Expectation value of S²: 0.753
LUMO energy (spin up / spin down): 3.91 / 3.98 eV
Net charge: -1
Relative energy (zero: lowest compared OMol25 entry of this formula, charge and spin): 0.949 eV

Each line ends with the Mulliken spin population.
CARTESIAN COORDINATES (ANGSTROEM)
C (-2.999466, 0.507996, -1.008092)  -0.01
H (-3.021418, -0.273515, -1.808042)  0.00
H (-2.239907, 0.282438, -0.213871)  0.01
H (-2.662987, 1.510823, -1.282743)  0.00
H (-3.939261, 0.515575, -0.409294)  0.00
C (2.533815, -0.786923, 1.409794)  -0.06
S (0.951827, 0.041858, 1.165074)  0.41
S (0.719696, 0.111087, -0.940730)  0.49
H (2.727623, -1.823626, 1.032135)  -0.01
H (3.243082, -0.148228, 0.850215)  0.01
H (2.726653, -0.546032, 2.482969)  0.09
H (1.960343, 0.608543, -1.277411)  0.06

Cartesian forces (eV/Å) of the 6 atoms listed first:
0.432 -0.554 1.688
0.182 0.978 0.682
-0.409 -0.442 -0.899
-0.545 -0.202 -0.613
0.312 0.212 -0.834
0.996 0.927 -0.096

---

(3)
Formula: C5H13NO3P
Source: the OMol25 dataset
Level of theory: the ωB97M-V functional and the def2-TZVPD basis

## Properties
E_HOMO: -4.896 eV
Kohn-Sham gap: 8.7 eV
LUMO energy: 3.82 eV
Net charge: -1
Relative energy (zero: lowest compared OMol25 entry of this formula, charge and spin): 2.435 eV

Each line ends with the Mulliken charge.
CARTESIAN COORDINATES (ANGSTROEM)
C (-0.969730, 2.081465, -1.672471)  -1.00
C (1.828042, -1.973538, -0.687273)  -0.81
C (2.220710, -0.732324, 1.314205)  -0.87
C (-1.801268, 1.853996, -0.427382)  -0.39
C (-1.909088, 0.354793, -0.095025)  -0.21
N (1.548005, -0.738424, 0.027439)  -0.20
O (-2.831487, 0.062141, 1.033212)  -0.51
O (-0.581465, 0.445478, 2.443335)  -0.76
O (-1.090287, -1.850165, 1.351189)  -0.75
P (-1.321306, -0.403391, 1.435330)  0.85
H (0.241506, 1.892483, -1.350717)  0.18
H (-1.171428, 1.492210, -2.570685)  0.31
H (-1.070036, 3.127918, -1.932015)  0.35
H (2.411347, -2.650519, -0.016328)  0.29
H (0.847075, -2.512989, -1.055313)  0.23
H (2.417898, -1.755757, -1.600256)  0.26
H (3.354078, -0.783455, 0.988721)  0.35
H (2.037039, 0.167108, 1.907230)  0.26
H (1.810213, -1.511378, 1.922351)  0.34
H (-2.863790, 2.209108, -0.649845)  0.19
H (-1.474876, 2.255863, 0.455258)  0.30
H (-2.133081, -0.264337, -0.915702)  0.54
H (0.501928, -0.766285, 0.094741)  0.04

Cartesian forces (eV/Å) of the 6 atoms listed first:
3.919 0.193 1.499
-0.706 -1.058 -0.825
1.482 0.874 -1.160
-2.864 -2.822 -2.400
0.922 1.193 1.154
-1.952 0.090 -0.774

---

(4)
Formula: C39H22F5N2O3PSZn
Source: the OMol25 dataset
Level of theory: the ωB97M-V functional and the def2-TZVPD basis

## Properties
E_HOMO: -2.518 eV
Kohn-Sham gap: 6.7 eV
LUMO energy: 4.20 eV
Net charge: -2
Relative energy (zero: lowest compared OMol25 entry of this formula, charge and spin): 0.240 eV

Each line ends with the Mulliken charge.
CARTESIAN COORDINATES (ANGSTROEM)
Zn (0.941215, -0.160377, -1.297644)  0.13
C (-2.878959, 2.179105, 5.101934)  -0.47
C (-3.587122, 2.187715, 3.907731)  -0.70
C (-3.019989, 1.663330, 2.753836)  -0.28
C (-1.734288, 1.126123, 2.772333)  -0.35
C (-1.026198, 1.143592, 3.973822)  -0.16
C (-1.593770, 1.654456, 5.132333)  -0.61
P (-0.870769, 0.411891, 1.306663)  0.49
C (-1.864595, 1.150532, -0.041776)  0.27
C (-2.858271, 0.473046, -0.739131)  0.18
C (-3.521177, 1.087861, -1.792584)  -0.71
C (-3.201581, 2.387629, -2.153645)  -0.33
C (-2.213471, 3.073707, -1.458989)  -0.78
C (-1.543447, 2.456156, -0.415369)  -0.53
C (-1.486108, -1.316712, 1.356521)  1.65
C (-2.343920, -1.741060, 2.341037)  -0.84
C (-2.758109, -3.087091, 2.429863)  -0.87
C (-2.310904, -3.987810, 1.513429)  -0.93
C (-1.427276, -3.594807, 0.476085)  0.72
C (-0.995485, -4.552982, -0.467773)  -0.90
C (-0.147751, -4.178056, -1.467690)  -1.13
C (0.306905, -2.846870, -1.547106)  0.48
C (-0.064716, -1.848856, -0.662033)  -2.02
C (-0.975316, -2.243160, 0.376581)  2.10
H (-3.321549, 2.590691, 6.001495)  0.35
H (-4.586885, 2.605054, 3.873078)  0.39
H (-3.577687, 1.671740, 1.824894)  0.42
H (-0.011214, 0.760602, 3.989293)  0.46
H (-1.025891, 1.658499, 6.055211)  0.39
H (-3.092230, -0.553191, -0.483710)  0.36
H (-4.263833, 0.535141, -2.354969)  0.36
H (-3.696794, 2.854574, -2.997052)  0.38
H (-1.933426, 4.077591, -1.754401)  0.41
H (-0.741425, 2.980906, 0.091906)  0.34
H (-2.722488, -1.038247, 3.071373)  0.27
H (-3.434841, -3.389162, 3.221350)  0.37
H (-2.624475, -5.026518, 1.555919)  0.30
H (-1.352873, -5.574241, -0.378661)  0.29
H (0.187211, -4.903086, -2.202534)  0.39
H (0.995677, -2.605590, -2.351044)  0.48
O (4.576577, -0.998757, -3.165273)  -0.79
C (3.659253, -0.812412, -2.361509)  0.13
O (2.431049, -0.646955, -2.613273)  -0.56
C (4.051169, -0.840402, -0.877614)  0.59
C (5.411309, -0.656028, -0.509923)  -0.83
C (5.746196, -0.676069, 0.806629)  -0.73
C (4.741459, -0.913004, 1.779502)  1.14
C (4.995787, -0.969342, 3.169532)  -0.82
C (3.979682, -1.214709, 4.050584)  -0.50
C (2.662187, -1.415895, 3.580742)  -0.57
C (2.387314, -1.360663, 2.243543)  -0.06
C (3.423624, -1.103896, 1.314787)  -0.70
N (3.106120, -1.049075, -0.006479)  0.20
H (6.129017, -0.495800, -1.301249)  0.48
H (6.769336, -0.514842, 1.130721)  0.36
H (6.009296, -0.811348, 3.523001)  0.34
H (4.181352, -1.252991, 5.114629)  0.36
H (1.864309, -1.611314, 4.287443)  0.45
H (1.388636, -1.504222, 1.851651)  0.54
S (2.496135, 3.975569, 0.620543)  -0.53
C (1.995349, 2.549383, -0.015044)  0.55
N (1.642285, 1.528024, -0.446942)  -0.65
F (-0.870207, 3.368287, -7.370485)  -0.36
C (-0.739526, 2.642531, -6.232683)  0.56
C (-1.604172, 1.601591, -5.950899)  0.44
F (-2.599688, 1.316717, -6.820267)  -0.36
C (-1.460899, 0.859376, -4.797660)  -0.06
F (-2.348911, -0.131217, -4.574173)  -0.42
C (-0.451281, 1.101424, -3.831674)  0.01
O (-0.383076, 0.422122, -2.755616)  0.00
C (0.408378, 2.176683, -4.169342)  0.06
F (1.393632, 2.506435, -3.324674)  -0.29
C (0.268384, 2.917463, -5.325169)  0.05
F (1.117749, 3.931209, -5.583934)  -0.34

Cartesian forces (eV/Å) of the 6 atoms listed first:
0.006 -0.005 0.005
0.004 -0.001 0.001
-0.003 -0.004 -0.007
0.002 0.005 0.000
0.004 0.010 0.003
0.002 0.001 -0.002

---

(5)
Formula: C55H34F15GeN4O3PdS
Source: the OMol25 dataset
Level of theory: the ωB97M-V functional and the def2-TZVPD basis

## Properties
2S+1: 5
E_HOMO (spin up / spin down): -10.245 / -10.462 eV
Kohn-Sham gap (spin up / spin down): 7.7 / 4.6 eV
Expectation value of S²: 6.018
LUMO energy (spin up / spin down): -2.57 / -5.84 eV
Net charge: +1
Relative energy (zero: lowest compared OMol25 entry of this formula, charge and spin): 0.718 eV

Each line ends with the Mulliken spin population.
CARTESIAN COORDINATES (ANGSTROEM)
Pd (0.596492, -0.072394, 0.207342)  1.26
O (2.110013, -0.101391, 1.546456)  0.34
C (1.828464, -0.251822, 2.952366)  -0.01
C (0.370173, -0.176079, 3.263768)  0.09
C (-0.430460, 0.995712, 2.714840)  -0.01
C (-1.606259, 1.333480, 3.428905)  0.00
C (-2.374164, 2.411097, 2.953705)  -0.01
C (-1.970268, 3.029408, 1.733781)  0.02
C (-0.942902, 2.443171, 0.928568)  -0.03
C (-0.743718, 2.997900, -0.469175)  0.06
C (0.740817, 2.994515, -1.046684)  0.02
O (1.459128, 1.977836, -0.349916)  0.96
C (1.366305, 4.422833, -0.673612)  0.01
C (1.660505, 5.499616, -1.514610)  0.00
C (2.293298, 6.677143, -1.035894)  0.00
C (2.594287, 6.803616, 0.307188)  0.00
C (2.195970, 5.791898, 1.145770)  0.00
C (1.574897, 4.633773, 0.681627)  0.00
C (0.737453, 2.859188, -2.601281)  0.00
C (-0.253356, 3.509967, -3.353413)  0.01
C (-0.045600, 3.734899, -4.701674)  0.00
C (1.061442, 3.299793, -5.341232)  0.00
C (2.016500, 2.581904, -4.613934)  0.00
C (1.805144, 2.382072, -3.284316)  0.01
N (-0.250675, 1.336819, 1.417779)  0.24
C (2.620299, 0.840958, 3.639710)  0.00
C (2.910929, 1.966911, 2.914532)  0.01
C (3.590599, 3.033674, 3.471486)  0.00
C (3.838373, 3.002905, 4.839033)  0.00
C (3.531556, 1.945247, 5.627157)  0.00
C (2.912994, 0.827671, 5.092713)  0.00
C (2.375712, -1.660507, 3.348984)  -0.02
C (3.092903, -2.470525, 2.484237)  0.01
C (3.876718, -3.506528, 2.880664)  0.00
C (3.726498, -4.058171, 4.112363)  0.00
C (2.934204, -3.388013, 5.012186)  0.00
C (2.245038, -2.226020, 4.650518)  0.00
H (0.145451, -0.085726, 4.382904)  0.00
H (-0.074200, -1.178150, 2.936109)  0.01
H (-1.816988, 0.829970, 4.340511)  0.00
H (-3.227185, 2.837551, 3.492872)  0.00
H (-2.643558, 3.811271, 1.285390)  0.00
H (-0.987321, 4.079081, -0.472903)  0.00
H (-1.353344, 2.394175, -1.164104)  0.02
H (1.355666, 5.451712, -2.552719)  0.00
H (2.620444, 7.431760, -1.782732)  0.00
H (3.010696, 7.716363, 0.700232)  0.00
H (2.316184, 5.917138, 2.189611)  0.00
H (1.368433, 3.799715, 1.379871)  -0.01
H (-1.221903, 3.916405, -2.949346)  0.00
H (-0.792381, 4.241733, -5.327488)  0.00
H (1.153108, 3.442026, -6.389613)  0.00
H (2.935568, 2.292238, -5.112998)  0.00
H (2.539098, 1.736917, -2.726218)  0.00
H (2.578834, 2.017026, 1.906185)  -0.02
H (3.968766, 3.909911, 2.938603)  0.00
H (4.394125, 3.852885, 5.235695)  0.00
H (3.799855, 1.933729, 6.679193)  0.00
H (2.709409, -0.053894, 5.813434)  0.00
H (3.214589, -2.138189, 1.454792)  -0.01
H (4.599152, -3.912564, 2.198467)  0.00
H (4.228678, -4.929679, 4.420936)  0.00
H (2.833026, -3.777874, 5.998150)  0.00
H (1.523988, -1.729366, 5.338809)  0.00
C (3.441582, -3.934326, -4.493686)  0.00
N (2.793900, -2.970338, -3.596387)  0.00
C (2.491914, -3.345172, -2.239342)  0.00
C (1.823160, -2.088026, -1.769028)  -0.02
O (1.390561, -1.905114, -0.599686)  0.18
N (1.753304, -1.161585, -2.812392)  0.01
C (2.406563, -1.709367, -3.857029)  0.00
N (2.849847, -1.045365, -4.946086)  0.00
H (2.702009, -4.291061, -5.224966)  0.00
H (3.663174, -4.880835, -3.969187)  0.00
H (4.318659, -3.525790, -4.956966)  0.00
H (3.387417, -3.600859, -1.669589)  0.00
H (1.835925, -4.236789, -2.194519)  0.00
H (2.535159, -0.090770, -4.944271)  0.00
H (3.117505, -1.459225, -5.823414)  0.00
F (-4.864752, -3.624886, -0.679509)  0.00
C (-3.763244, -3.996080, -1.413869)  0.02
C (-2.884727, -3.082078, -1.939021)  -0.01
C (-2.002841, -3.509655, -2.928194)  0.02
F (-1.520585, -2.654770, -3.862166)  0.00
C (-1.774864, -4.852916, -3.158936)  -0.01
F (-1.091895, -5.236592, -4.251867)  0.00
C (-2.450512, -5.785902, -2.385628)  0.00
F (-2.162147, -7.114428, -2.403752)  0.00
C (-3.527490, -5.364818, -1.612081)  0.00
F (-4.317839, -6.314965, -1.158924)  0.00
Ge (-2.780093, -1.282572, -1.075680)  0.03
S (-0.933510, -0.101557, -1.527341)  0.77
C (-2.922233, -1.930844, 0.810848)  0.01
C (-3.893359, -1.588633, 1.791212)  0.00
F (-4.864169, -0.698121, 1.515935)  0.00
C (-3.997138, -2.236884, 3.049034)  0.00
F (-5.130869, -1.974008, 3.745447)  0.00
C (-3.112998, -3.202758, 3.471572)  0.00
F (-3.126264, -3.637654, 4.748040)  0.00
C (-2.182511, -3.595894, 2.554249)  0.00
F (-1.303436, -4.598660, 2.790190)  0.00
C (-2.036132, -2.912109, 1.310508)  0.00
F (-0.927379, -3.185333, 0.635124)  0.00
C (-4.418563, -0.321337, -1.768723)  0.00
C (-4.779955, 0.913079, -1.160185)  0.00
F (-3.890332, 1.648476, -0.435223)  0.01
C (-6.083727, 1.330421, -1.245432)  0.00
F (-6.423145, 2.452177, -0.525647)  0.00
C (-7.033926, 0.739887, -2.079751)  0.00
F (-8.305552, 1.235853, -2.145650)  0.00
C (-6.677619, -0.456538, -2.775708)  0.00
F (-7.571230, -0.975748, -3.618337)  0.00
C (-5.375486, -0.971390, -2.541717)  0.01
F (-5.007687, -2.096812, -3.215859)  0.00

Cartesian forces (eV/Å) of the 6 atoms listed first:
0.880 -0.278 -0.623
-0.621 -0.426 1.146
2.087 -1.130 -1.544
-2.002 -0.558 1.248
-1.462 -1.894 -0.700
0.755 2.094 -1.307

---

(6)
Formula: C4H12N2O
Source: the OMol25 dataset
Level of theory: the ωB97M-V functional and the def2-TZVPD basis

## Properties
2S+1: 2
E_HOMO (spin up / spin down): -14.104 / -14.070 eV
Kohn-Sham gap (spin up / spin down): 11.1 / 6.2 eV
Expectation value of S²: 0.755
LUMO energy (spin up / spin down): -3.04 / -7.88 eV
Net charge: +1
Relative energy (zero: lowest compared OMol25 entry of this formula, charge and spin): 0.965 eV

Each line ends with the Mulliken spin population.
CARTESIAN COORDINATES (ANGSTROEM)
C (-0.434853, 2.076792, 1.257591)  0.01
N (-0.865849, 0.778195, 0.887800)  0.70
C (0.067197, -0.186965, 0.416298)  0.00
C (-0.579969, -1.598497, 0.620309)  0.04
O (0.038689, -2.646624, -0.037159)  0.03
C (0.406843, 0.214274, -1.054772)  0.10
N (1.116781, -0.841768, -1.760342)  0.04
H (-1.189922, 2.701731, 1.720999)  0.01
H (0.465538, 2.039953, 1.854849)  0.01
H (-0.117891, 2.621838, 0.348276)  0.07
H (-1.776687, 0.758664, 0.432256)  -0.03
H (0.953997, -0.134518, 1.052112)  -0.01
H (-0.505157, -1.841985, 1.673095)  0.01
H (-1.627508, -1.564625, 0.292387)  0.00
H (0.336532, -2.340114, -0.920260)  0.00
H (-0.521152, 0.388932, -1.610613)  0.00
H (1.007510, 1.124456, -1.027147)  0.01
H (1.168088, -0.604449, -2.743845)  0.01
H (2.057813, -0.945290, -1.401833)  0.00

Cartesian forces (eV/Å) of the 6 atoms listed first:
0.533 0.736 0.164
0.213 0.524 -0.937
-0.106 -0.482 0.909
-0.264 -0.444 -0.724
0.740 0.152 -0.344
0.187 -0.654 -0.828